[1]
The following is a DFT calculation (wB97M-V/def2-TZVPD) of a molecular structure, C43H50BHfN10OS3.

**Energy relative to the best compared isomer or geometry (same formula, charge and spin)**: 199.25 kJ/mol
**HOMO level**: -14.5 eV
**Frontier orbital gap**: 4.89 eV
**E_tot**: -96819.7674 eV
**Lowest unoccupied orbital energy**: -9.5649 eV
**Largest force on an atom**: 5.0 eV Å⁻¹
**Charge**: +3

Geometry (Å):
Hf  -1.4451  0.8691  -3.0606
C  -3.5996  0.6164  2.3718
C  -2.5342  -0.4158  1.9412
C  -2.3279  -1.6340  2.5872
C  -1.3565  -2.5959  2.0858
N  -0.5389  -2.2622  1.1341
N  -0.6168  -0.9487  0.6732
B  0.6511  -0.3985  0.2167
N  0.9630  1.0304  0.3802
N  0.8383  1.4826  1.6578
C  1.0443  2.7525  1.8206
C  1.5977  3.5303  0.7872
C  1.6558  3.1552  -0.5258
C  2.3113  4.0133  -1.5920
C  1.2343  1.8016  -0.7128
S  1.1424  1.0147  -2.2554
C  0.7681  3.2833  3.2004
C  2.0808  3.8536  3.8108
C  -0.3230  4.3657  3.1858
C  0.2286  2.2584  4.1224
N  1.7402  -1.4130  0.3205
N  2.2565  -1.4116  1.6168
C  3.5070  -1.7844  1.7076
C  4.2314  -2.2699  0.5542
C  3.6304  -2.5432  -0.6498
C  4.3815  -3.2889  -1.7094
C  2.2765  -2.0715  -0.7372
S  1.3296  -2.5027  -2.1087
C  4.1836  -1.6685  3.0476
C  4.5170  -3.1155  3.4564
C  5.5526  -0.9898  2.7914
C  3.3433  -0.9164  4.0948
C  -1.7695  -0.1694  0.7421
S  -2.1872  1.0321  -0.4284
C  -1.1137  -4.0031  2.5972
C  0.0824  -4.6566  1.9060
C  -0.9640  -3.9337  4.1800
C  -2.4118  -4.7903  2.2901
H  -3.6763  0.7259  3.4853
H  -4.6182  0.2491  2.0476
H  -3.5343  1.6366  1.9715
H  -3.0542  -1.9016  3.4079
H  1.9415  4.5102  1.0418
H  1.9381  5.0574  -1.5440
H  2.0362  3.6355  -2.5914
H  3.4347  3.9544  -1.5738
H  2.4614  4.7184  3.2283
H  2.8815  3.1121  3.7748
H  1.8431  4.1879  4.8316
H  -0.0297  5.1632  2.4637
H  -0.3733  4.7804  4.2348
H  -1.3245  3.9890  2.9098
H  0.8545  1.4362  4.3777
H  -0.6973  1.8077  3.6562
H  -0.1167  2.7405  5.0440
H  5.2928  -2.4555  0.6111
H  3.8057  -4.1329  -2.0120
H  5.3221  -3.6773  -1.3094
H  4.4819  -2.7076  -2.6670
H  5.0537  -3.5225  2.5731
H  3.6469  -3.7945  3.5906
H  5.1084  -3.1752  4.3837
H  6.1654  -1.6761  2.1986
H  6.0225  -0.8252  3.7519
H  5.3992  -0.0300  2.2617
H  2.5039  -1.5036  4.5585
H  2.8253  0.0320  3.6977
H  3.9779  -0.5946  4.9538
H  1.0242  -4.1560  2.0549
H  -0.1033  -4.7840  0.8124
H  0.2205  -5.6465  2.2987
H  -0.1157  -3.3112  4.5024
H  -0.6584  -4.9841  4.4744
H  -1.8163  -3.6433  4.7041
H  -2.6457  -4.7685  1.1906
H  -3.3386  -4.4648  2.7963
H  -2.2682  -5.8072  2.5623
C  -2.4141  -3.3090  -2.5271
C  -3.2847  -3.5701  -3.6184
C  -3.8889  -2.4320  -4.2434
C  -3.4736  -1.1339  -3.9711
N  -2.4718  -0.9950  -3.0259
C  -2.1085  -2.0357  -2.1796
C  -3.8493  0.0318  -4.6902
C  -4.6612  0.0927  -5.8098
C  -4.8103  1.2931  -6.4741
C  -4.2753  2.4866  -5.9333
C  -3.4278  2.3963  -4.8029
N  -3.2452  1.1901  -4.1941
C  -2.6457  3.4430  -4.2770
C  -2.3335  4.6977  -4.8989
C  -1.4297  5.5443  -4.3291
C  -0.7242  5.1554  -3.1723
C  -1.0899  3.9403  -2.5997
N  -1.8989  3.0742  -3.1897
H  -2.0015  -4.1390  -1.9276
H  -3.5654  -4.5759  -3.8971
H  -4.6595  -2.5163  -4.9839
H  -1.5050  -1.7541  -1.3343
H  -5.1831  -0.8198  -6.0878
H  -5.4521  1.3738  -7.3625
H  -4.5038  3.4473  -6.4026
H  -2.9417  5.0498  -5.7929
H  -1.2360  6.5491  -4.6861
H  -0.0101  5.7786  -2.6154
H  -0.7824  3.7097  -1.5974
O  0.2784  1.1675  -6.9838
C  -0.1169  0.8272  -5.8971
N  -0.5189  0.5822  -4.7490



[2]
The following is a DFT calculation (wB97M-V/def2-TZVPD) of a gas-phase ion, C4H10F2N2P (charge +1).

**Energy relative to the best compared isomer or geometry (same formula, charge and spin)**: 47.61 kJ/mol
**HOMO level**: -14.5 eV
**Frontier orbital gap**: 10.35 eV
**E_tot**: -22007.3846 eV
**Lowest unoccupied orbital energy**: -4.1071 eV
**Largest force on an atom**: 5.8 eV Å⁻¹
**Charge**: +1

Geometry (Å):
C  0.5007  -0.4961  0.9594
C  0.4610  1.0266  0.5078
C  -0.9035  -2.5714  0.5557
C  -0.3006  2.3465  -1.4850
N  -0.4286  -1.2367  0.1136
N  -0.2006  1.0255  -0.8096
F  -1.9437  -0.7470  -1.9829
F  0.2128  -0.8828  -2.8977
P  -0.5794  -0.4942  -1.2669
H  1.5194  -0.8369  0.9349
H  0.1301  -0.6851  2.0173
H  -0.2053  1.6367  1.2375
H  1.4773  1.5064  0.2604
H  -0.2157  -3.4302  0.1588
H  -0.7589  -2.5298  1.5658
H  -1.8792  -2.7134  0.2588
H  0.8253  2.6805  -1.7328
H  -0.6751  2.0616  -2.4194
H  -0.8862  2.9618  -0.7350



[3]
The following is a DFT calculation (wB97M-V/def2-TZVPD) of a gas-phase ion, C18H18N (charge +1).

**Energy relative to the best compared isomer or geometry (same formula, charge and spin)**: 179.80 kJ/mol
**HOMO level**: -11.9 eV
**Frontier orbital gap**: 7.73 eV
**E_tot**: -20440.5066 eV
**Lowest unoccupied orbital energy**: -4.1221 eV
**Largest force on an atom**: 4.9 eV Å⁻¹
**Charge**: +1

Geometry (Å):
C  -0.5496  3.5788  -2.6247
C  0.2691  4.1304  -1.6227
C  -0.3015  2.1903  -2.9149
C  1.3172  3.4519  -0.9861
C  0.7425  1.4970  -2.2902
C  -1.6547  0.9608  3.8839
C  -1.8522  -0.3630  3.9495
C  1.5535  2.1268  -1.3595
C  -0.7071  1.4689  3.1541
C  0.9558  1.2595  1.3469
C  -1.0582  -1.1873  3.1894
C  1.7126  0.5553  0.4630
C  0.7440  -1.4935  1.4087
C  0.1089  0.7163  2.2448
C  -0.0409  -0.7048  2.3130
N  1.6559  -0.7780  0.5924
C  0.6071  -3.0776  1.5778
C  2.5610  1.3600  -0.5461
C  2.4388  -1.6425  -0.3146
H  -1.3926  4.1460  -3.0992
H  0.0528  5.1720  -1.2439
H  -0.8765  1.6793  -3.6852
H  1.9636  3.7152  -0.1123
H  0.8667  0.4343  -2.3696
H  -2.1650  1.7094  4.5334
H  -2.6604  -0.7378  4.5877
H  -0.5595  2.5556  3.2139
H  1.0185  2.3905  1.3382
H  -1.4497  -2.2246  3.2079
H  1.5985  -3.5411  1.6020
H  0.1513  -3.3145  2.5401
H  0.1055  -3.6199  0.7230
H  3.0303  0.7247  -1.3408
H  3.2697  1.9577  -0.0651
H  3.1883  -0.9820  -0.7134
H  1.7970  -2.1488  -1.0925
H  3.1387  -2.3859  0.0910



[4]
The following is a DFT calculation (wB97M-V/def2-TZVPD) of a molecular structure, C32H30BrFNO5P2RuS.

**Energy relative to the best compared isomer or geometry (same formula, charge and spin)**: 0.25 kJ/mol
**HOMO level (alpha / beta)**: -8.7 / -8.6 eV
**Frontier orbital gap (alpha / beta)**: 9.00 / 7.97 eV
**E_tot**: -150156.1425 eV
**Lowest unoccupied orbital energy (alpha / beta)**: 0.2746 / -0.6030 eV
**Largest force on an atom**: 1.9 eV Å⁻¹
**2S+1**: 2
**⟨S²⟩**: 0.755

Geometry (Å):
Ru  0.1647  0.3714  -0.4195
O  -1.1502  -3.1628  -0.7693
S  -0.8072  -1.9611  -1.4618
O  -1.2218  -1.8630  -2.8382
O  -1.4561  -0.7233  -0.6807
O  0.6417  -1.5619  -1.2817
O  -0.4989  1.4637  -6.4697
C  -0.3597  1.2720  -5.1467
C  -1.4244  1.2996  -4.2553
C  -1.1646  1.0854  -2.9291
N  0.0675  0.8728  -2.4254
C  1.0816  0.8225  -3.3059
Br  2.8225  0.4701  -2.7205
C  0.9125  1.0276  -4.6589
H  -1.4300  1.5743  -6.6926
H  -2.4427  1.4573  -4.5838
H  -1.9729  1.0481  -2.2172
H  1.7579  0.9797  -5.3270
C  -2.6109  1.0432  2.1976
C  -2.0056  -0.3779  2.2085
P  -0.1872  -0.4363  1.9411
C  0.3086  -2.1848  1.9889
C  1.3916  -2.6186  1.2355
C  1.8426  -3.9298  1.3540
C  1.2183  -4.8027  2.2265
C  0.1466  -4.3654  3.0000
C  -0.2980  -3.0582  2.8865
C  0.5278  0.0461  3.5597
C  -0.1758  0.7779  4.5119
C  0.4122  1.1149  5.7226
C  1.7202  0.7450  5.9896
C  2.4345  0.0220  5.0441
C  1.8427  -0.3285  3.8410
C  -2.6059  1.8235  0.8459
P  -0.8970  2.2152  0.2971
C  -1.0795  3.4555  -1.0344
C  -2.2980  3.8901  -1.5429
C  -2.3352  4.7937  -2.5992
C  -1.1560  5.2619  -3.1544
C  0.0672  4.8312  -2.6512
C  0.1060  3.9349  -1.5981
C  -0.2364  3.2824  1.6181
C  -0.9364  4.4285  1.9979
C  -0.4389  5.2564  2.9850
C  0.7807  4.9661  3.5889
C  1.4925  3.8464  3.1959
C  0.9824  2.9988  2.2182
H  -2.0878  1.6843  2.9096
H  -3.6275  0.9442  2.5744
H  -2.3859  -0.9976  1.3950
H  -2.2971  -0.8274  3.1599
H  1.9034  -1.9329  0.5721
H  2.6720  -4.2650  0.7465
H  1.5606  -5.8258  2.3070
H  -0.3409  -5.0439  3.6871
H  -1.1203  -2.7169  3.5055
H  -1.2018  1.0746  4.3342
H  -0.1563  1.6740  6.4553
H  2.1799  1.0121  6.9326
H  3.4535  -0.2814  5.2468
H  2.4026  -0.9105  3.1200
H  -3.1213  2.7791  0.9696
H  -3.1330  1.2672  0.0694
H  -3.2317  3.5213  -1.1333
H  -3.2894  5.1274  -2.9874
H  -1.1859  5.9626  -3.9791
H  0.9910  5.1929  -3.0841
H  1.0603  3.5838  -1.2148
H  -1.8736  4.6931  1.5102
H  -0.9942  6.1395  3.2749
H  1.1749  5.6211  4.3555
H  2.4485  3.6185  3.6487
H  1.5511  2.1382  1.8888
F  1.9181  1.1122  0.0281



Among the records above, which one has the highest E_tot? C18H18N



Among the records above, which one has the highest E_tot? C18H18N



Among the records above, which one has the lowest E_tot? C32H30BrFNO5P2RuS